Entry 1:
Formula: C22H13F4N5O5Rb
Source: the Open Molecules 2025 dataset
Level of theory: wB97M-V/def2-TZVPD

Structure (ORCA input):
```
! RIJCOSX wB97M-V def2-TZVPD def2/J DEFGRID3
* xyz -1 1
Rb 1.8882 -0.5840 0.9061
O -0.5406 3.3834 -0.9789
C 0.3051 2.3875 -0.6453
O -0.0634 1.2796 -0.3658
C 1.7300 2.8863 -0.6736
O 2.5605 1.9454 -0.0857
C 3.9346 2.3506 -0.1094
C 4.8499 1.3477 0.6182
O 6.0223 1.7279 0.7213
O 4.3309 0.2834 1.0264
H -1.4260 2.9868 -1.0176
H 1.7644 3.8604 -0.1638
H 1.9831 3.0764 -1.7293
H 4.0241 3.3306 0.3755
H 4.2544 2.4605 -1.1534
F -0.2752 -1.2001 -1.8906
C -1.3658 -1.6759 -2.5051
C -2.0552 -0.7996 -3.2878
F -1.5859 0.4524 -3.3621
C -3.2270 -1.1434 -4.0163
C -3.5890 -2.5083 -3.8454
C -2.9000 -3.3828 -3.0613
F -3.3572 -4.6384 -2.9811
C -1.7399 -3.0372 -2.3166
C -1.0627 -3.9438 -1.4788
C 0.0462 -3.5515 -0.6943
N 0.9528 -3.2276 -0.0583
C -1.4562 -5.2888 -1.2767
N -1.7317 -6.3852 -1.0524
F -4.6732 -2.9700 -4.4791
C -3.9453 -0.2361 -4.8110
C -5.1102 -0.5845 -5.5359
N -6.0763 -0.7982 -6.1269
C -3.5828 1.1255 -4.9570
N -3.3454 2.2413 -5.1222
C 2.5614 2.2021 3.3000
C 1.6375 1.3931 4.1283
C 1.3401 1.5015 5.5365
C 0.4714 0.4902 5.8147
C 0.2636 -0.2095 4.5683
C -0.5753 -1.4051 4.3271
N 0.9661 0.3632 3.5860
H 3.0722 2.9759 3.8665
H 2.0107 2.6641 2.4760
H 3.3011 1.5440 2.8305
H 1.7449 2.2411 6.2071
H 0.0205 0.2361 6.7603
H -1.1375 -1.7031 5.2087
H 0.0549 -2.2448 4.0196
H -1.2686 -1.2192 3.5043
*
```

Output
LUMO (spin up / spin down): -0.084 / -0.016 eV
Frontier orbital gap (spin up / spin down): 5.7504 / 5.1391 eV

---

Entry 2:
Formula: C22H14BrErN2O5S5
Source: the Open Molecules 2025 dataset
Level of theory: wB97M-V/def2-TZVPD

Structure (ORCA input):
```
! RIJCOSX wB97M-V def2-TZVPD def2/J DEFGRID3
* xyz -2 4
Er 0.8982 0.8735 -0.7610
O 3.7380 -5.7171 -5.2155
C 3.8487 -5.1804 -4.0952
O 4.3334 -5.6116 -3.0327
C 3.2174 -3.7589 -3.9973
C 3.0793 -2.9896 -5.1444
C 2.5712 -1.7078 -5.0370
N 2.1734 -1.1722 -3.8848
C 2.2741 -1.9252 -2.7906
C 2.8074 -3.2045 -2.7915
C 1.8117 -1.1854 -1.5466
O 0.6125 -1.2759 -1.1509
O 2.6213 -0.3843 -0.9994
H 3.3633 -3.4173 -6.0963
H 2.4727 -1.0614 -5.9062
H 2.9112 -3.7730 -1.8762
S 2.3513 3.1941 -1.2231
S 0.7206 4.3489 -0.7151
S -0.9033 3.7609 -1.8554
S -1.7123 2.0745 -1.0184
C -3.9192 1.8400 7.0373
C -3.7215 0.9077 8.2016
O -4.4062 0.9190 9.1940
S -2.4207 -0.3154 8.0935
C -1.6656 -0.0305 6.5023
C -0.5652 0.8122 6.3941
C -0.0028 1.0646 5.1553
C -0.5225 0.4707 3.9975
C -1.6195 -0.3948 4.1307
C -2.1808 -0.6489 5.3684
C 0.0329 0.7144 2.7109
C 0.5047 0.9059 1.6001
H -4.6517 2.5938 7.3204
H -4.2779 1.2821 6.1724
H -2.9855 2.3182 6.7507
H -0.1622 1.2738 7.2874
H 0.8425 1.7344 5.0712
H -2.0245 -0.8551 3.2397
H -3.0261 -1.3203 5.4574
Br -3.0261 -0.3841 -5.3026
C -1.5167 0.6350 -4.7907
C -1.0781 1.6772 -5.5928
C 0.0432 2.3641 -5.1809
C 0.6507 2.0099 -3.9805
N 0.2092 1.0194 -3.2088
C -0.8660 0.3405 -3.6126
H -1.6014 1.9304 -6.5048
H 0.4327 3.1926 -5.7558
H 1.5371 2.5243 -3.6392
H -1.2029 -0.4687 -2.9789
*
```

Output
LUMO (spin up / spin down): 3.547 / 3.547 eV
Frontier orbital gap (spin up / spin down): 6.1552 / 6.1573 eV

---

Entry 3:
Formula: C22H14ClIrN2PS2
Source: the Open Molecules 2025 dataset
Level of theory: wB97M-V/def2-TZVPD

Structure (ORCA input):
```
! RIJCOSX wB97M-V def2-TZVPD def2/J DEFGRID3
* xyz 1 1
Ir 1.8806 1.4751 0.7253
Cl 3.5293 -0.2191 0.2447
C 2.6118 -1.7487 0.2446
C 3.3124 -2.9234 0.3816
C 2.5729 -4.0995 0.4732
C 1.1874 -4.0695 0.4399
C 0.5150 -2.8632 0.2923
C 1.2321 -1.6773 0.1761
P 0.4614 -0.0696 -0.0964
C 0.4371 0.1590 -1.8840
C 0.1319 1.4217 -2.3983
C 0.0938 1.6178 -3.7684
C 0.3634 0.5617 -4.6290
C 0.6636 -0.6949 -4.1217
C 0.7030 -0.9012 -2.7513
C -1.2258 -0.1223 0.5038
C -2.2555 -0.3423 -0.4130
C -3.5638 -0.4410 0.0351
C -3.8443 -0.3249 1.3884
C -2.8199 -0.1097 2.3021
C -1.5109 -0.0067 1.8645
H 4.3919 -2.9321 0.4370
H 3.0930 -5.0401 0.5923
H 0.6250 -4.9879 0.5342
H -0.5675 -2.8369 0.2648
H -0.0987 2.2463 -1.7351
H -0.1466 2.5958 -4.1625
H 0.3384 0.7181 -5.6990
H 0.8656 -1.5185 -4.7929
H 0.9358 -1.8859 -2.3676
H -2.0414 -0.4247 -1.4708
H -4.3635 -0.6020 -0.6748
H -4.8668 -0.3969 1.7343
H -3.0422 -0.0127 3.3561
H -0.7197 0.1707 2.5792
S 1.4468 1.6975 2.8686
C 0.4913 3.1232 3.0789
C -0.0238 3.3456 4.3881
N -0.4503 3.4924 5.4447
C 0.2747 3.9267 2.0138
S 0.9697 3.4684 0.5016
C -0.4909 5.1273 2.0463
N -1.0965 6.1033 2.0538
*
```

Output
LUMO: -5.063 eV
Frontier orbital gap: 6.7568 eV

---

Here are the calculated ΔE to the lowest compared entry with this formula, charge and spin numbers, same order: 0.1315 0.0000 0.1752 (eV).
Here are the calculated largest force on an atom numbers, same order: 0.54 3.87 0.46 (eV/A).